# 1
The following is a quantum chemistry calculation of a molecular structure, C42H43ClF5N3O4P2S3, from OMol25.

Calculated values
HOMO level in Ha: -0.324

```
! RIJCOSX wB97M-V def2-TZVPD def2/J DEFGRID3
* xyz 0 1
Cl 1.6219 1.7343 0.2214
S 3.1116 0.2939 -4.5061
S -6.8996 -2.3183 -1.5628
S -4.1694 -3.0557 -1.7534
P 0.2001 0.6184 -0.7080
P 1.6840 0.9718 -3.4143
F 4.6857 1.9733 6.7209
F -3.7668 1.5645 4.4581
F -4.9738 2.8414 0.2887
F 4.5434 4.1052 -3.0583
F 3.6048 -6.5932 3.2581
O 2.1914 2.2670 -2.6285
O 0.4368 1.4858 -4.2684
O -6.9150 0.0645 -3.6993
O -0.0479 -0.5384 0.3998
N 0.3076 -1.7607 -5.2718
N 2.9511 -1.8299 -1.2766
N -4.9737 -0.4532 -1.8360
C -1.4990 3.8308 0.2422
C 7.8951 2.1682 -1.6882
C -5.9834 0.5219 -1.4508
C 2.1515 -4.7893 3.6573
C -1.4381 -3.2571 -2.1683
C -4.0212 4.9968 0.3234
C 3.5579 -4.8355 1.6957
C -3.8708 3.6271 0.2868
C -3.7757 -0.6511 1.6057
C 3.0374 -3.6121 1.2963
C 5.5100 2.4470 -1.6955
C -6.9220 0.9440 -2.5934
C -3.6815 0.4385 3.7255
C 6.6393 1.7872 -1.2372
C 1.0895 -0.2509 -2.1500
C 2.2111 -1.0468 -1.7309
C -3.8673 0.5102 2.3608
C 2.0811 -2.9769 2.0778
C 5.4435 -1.3677 5.5766
C -1.6263 5.2115 0.2901
C 1.6415 -3.5632 3.2572
C 6.8916 3.8605 -3.0738
C -3.4092 -0.7576 4.3591
C -4.5254 -0.0314 -3.1661
C 0.2057 -1.5252 -4.1389
C -0.0110 -1.1936 -2.7407
C -2.6247 -2.3168 -2.3128
C 8.0198 3.2050 -2.6034
C 5.4725 -0.2099 6.3406
C 5.6560 3.4686 -2.6064
C -3.3269 -1.9159 3.5995
C -5.3874 -1.7790 -1.7720
C -0.1019 -2.5309 -2.0023
C 3.8349 0.7870 4.8774
C 3.1041 -5.4041 2.8693
C 4.6199 -1.4490 4.4630
C -2.6282 3.0249 0.2465
C 3.8194 -0.3708 4.1140
C -2.8860 5.7926 0.3314
C -5.6351 -0.2028 -4.2009
C 4.6645 0.8481 5.9784
C -3.5080 -1.8648 2.2237
H 8.7773 1.6569 -1.3285
H -4.0864 1.4575 1.8985
H 4.5217 2.1690 -1.3529
H -5.4288 1.4082 -1.1764
H -2.6862 -2.0035 -3.3432
H 6.5376 0.9762 -0.5297
H -5.5893 -1.2180 -4.5742
H 3.2125 1.6356 4.6264
H -0.8316 -1.0487 0.1753
H -2.4311 -1.4174 -1.7342
H 6.1131 -0.1239 7.2079
H 0.6614 -3.1636 -2.4247
H -4.3129 1.0273 -3.0904
H -0.9211 -0.6025 -2.7329
H -3.1231 -2.8607 4.0841
H 0.1456 -2.4678 -0.9553
H -3.9174 -0.6074 0.5313
H 3.1804 -0.4342 3.2437
H 2.8083 2.6976 -3.2382
H -2.5505 1.9461 0.2129
H 4.5993 -2.3515 3.8655
H -1.4343 -3.9662 -2.9817
H -6.6065 1.9198 -2.9544
H -3.6135 -0.4865 -3.5037
H -0.7437 5.8361 0.2912
H 3.3743 -3.1521 0.3796
H -7.9371 1.0069 -2.2483
H 0.9013 -3.0646 3.8686
H 1.6793 -2.0207 1.7658
H 4.3081 -5.3462 1.1068
H -3.2644 -0.7767 5.4308
H -5.0125 5.4289 0.3497
H -1.5904 -3.8459 -1.2727
H -0.1288 2.0136 -3.6891
H -3.4438 -2.7697 1.6332
H 6.0654 -2.2080 5.8528
H 6.9656 4.6651 -3.7931
H -6.5032 0.2371 -0.5571
H 8.9979 3.5036 -2.9536
H -2.9855 6.8682 0.3698
H 1.8180 -5.2673 4.5686
H -0.5175 3.3778 0.1984
H -5.4169 0.4336 -5.0572
*
```

# 2
The following is a quantum chemistry calculation of a molecular structure, C10H12ClN2O, from OMol25.

Calculated values
HOMO level in Ha: -0.460
Energy relative to the best compared isomer or geometry (same formula, charge and spin) in kcal per mole: 0.0

```
! RIJCOSX wB97M-V def2-TZVPD def2/J DEFGRID3
* xyz 1 1
Cl 1.8049 2.5841 -0.3079
O -0.3654 2.2735 1.4652
N 0.0256 2.3228 2.7400
N 1.7306 1.2009 1.9256
C 1.0236 1.3902 0.6930
C -1.1220 -3.2999 -1.8364
C 1.1656 1.7666 2.9948
C -0.6083 -2.0784 -1.1564
C 0.1505 -2.1688 0.0130
C 0.4284 0.2278 0.0563
C -0.8908 -0.8127 -1.6597
C 0.6520 -1.0421 0.6191
C -0.4038 0.3467 -1.0767
C -0.8128 1.6619 -1.6546
H -1.5201 -0.7192 -2.5338
H -0.1227 1.9505 -2.4465
H -0.6166 2.7858 3.3768
H -1.8041 1.5719 -2.0919
H 0.3469 -3.1359 0.4482
H -0.9322 -3.2447 -2.9073
H 1.2462 -1.1422 1.5149
H -0.8349 2.4427 -0.9006
H 1.6079 1.7420 3.9758
H 2.7109 0.9563 1.8955
H -2.2008 -3.3789 -1.7061
H -0.6587 -4.2007 -1.4402
*
```

# 3
The following is a quantum chemistry calculation of a single C13H17N3O4 molecule, from OMol25.

Calculated values
SMILES string: NC(=O)C[C@H](N)C(=O)N[C@@H](Cc1ccccc1)C(=O)O
HOMO level in Ha: -0.334
Energy relative to the best compared isomer or geometry (same formula, charge and spin) in kcal per mole: 36.2

```
! RIJCOSX wB97M-V def2-TZVPD def2/J DEFGRID3
* xyz 0 1
O 0.9755 2.0107 -1.3022
O -0.5219 3.9215 -0.5417
O 4.5822 -0.6824 1.1330
O -2.1786 3.6633 0.9799
N 5.2152 -0.7438 -1.0626
N 1.6878 -0.0808 1.6091
N -0.2393 1.0470 0.3030
C -2.7349 1.0370 0.2993
C 4.3130 -0.6144 -0.0725
C -1.4412 3.2441 0.1048
C -1.4278 1.6901 -0.2319
C 0.9924 1.2981 -0.3016
C -2.5964 -3.2651 -0.2826
C -3.0456 -2.4225 -1.2820
C 2.1614 0.6131 0.4922
C -3.0520 -1.0604 -1.1077
C -2.6827 -0.4632 0.1059
C -2.1097 -2.6459 0.9028
C 2.9254 -0.2735 -0.5267
C -2.2687 -1.3428 1.1528
H -2.6015 -4.2896 -0.2504
H -2.2068 -0.8568 2.1127
H -3.4787 -2.9810 -2.1365
H 2.1328 -0.8893 1.9129
H -3.4469 -0.4026 -1.9165
H -3.4976 1.4620 -0.2806
H 6.1855 -0.6713 -0.7135
H -0.0465 3.2453 -1.0976
H -0.3120 0.7101 1.2594
H 1.6717 0.4297 2.4786
H 2.8940 0.0655 -1.6050
H -1.8573 -3.3141 1.7885
H 2.8048 1.4411 0.8378
H 4.9740 -0.6744 -2.0566
H -2.9338 1.3717 1.3102
H 2.4494 -1.2780 -0.6563
H -1.2854 1.7016 -1.3581
*
```

# 4
The following is a quantum chemistry calculation of a single C4H6N2O2 molecule, from OMol25.

Calculated values
SMILES string: [H]/N=C1\N[C@H](C)C(=O)O1
HOMO level in Ha: -0.357
Energy relative to the best compared isomer or geometry (same formula, charge and spin) in kcal per mole: 32.2

```
! RIJCOSX wB97M-V def2-TZVPD def2/J DEFGRID3
* xyz 0 1
O -0.0812 -1.0312 -0.6588
O 1.7171 -0.0661 -1.5006
N -0.8383 0.3144 0.8963
N -1.6539 -1.9305 0.5341
C 0.4637 2.3125 0.2167
C 0.5002 0.8359 0.5447
C 0.8976 -0.1095 -0.6375
C -0.9154 -0.9549 0.3470
H 0.3642 2.7020 1.2485
H 1.1584 0.5103 1.3519
H -0.2825 2.7961 -0.5168
H 1.3786 2.7249 -0.1563
H -2.3480 -1.9464 1.1697
H -1.5896 0.8003 1.3408
*
```

# 5
The following is a quantum chemistry calculation of a molecular structure, C49H74BBr22ClFIN4O7PS, from OMol25.

Calculated values
HOMO level in Ha: -0.196

```
! RIJCOSX wB97M-V def2-TZVPD def2/J DEFGRID3
* xyz -1 1
I 2.9154 -0.8327 4.9160
Br 5.2713 -6.1711 -3.1031
Br 9.2684 2.7338 3.6592
Br -1.7088 -6.4327 -7.1835
Br -7.1225 0.2400 -2.9376
Br 4.2266 -4.8774 5.0701
Br 1.1373 -4.6423 -5.6668
Br 5.1779 4.1447 9.8490
Br -2.8736 2.1292 -8.6565
Br -9.4122 8.6631 -2.7169
Br -9.3623 3.1360 -2.4401
Br -13.0210 10.9208 -2.2625
Br -10.2117 7.8200 0.7856
Br -6.1604 2.1325 -6.9620
Br 3.9374 1.2354 7.9514
Br 8.1825 2.8622 7.1828
Br 2.9816 0.4613 -7.3455
Br 5.2010 -7.9607 3.2955
Br -1.5593 -5.2270 3.0589
Br 3.2689 -1.5842 -4.2893
Br -14.3772 7.5234 -2.7766
Br 7.6461 -8.9939 -3.2991
Br -0.3238 -2.3050 4.9491
Cl -1.7387 -5.4765 -1.7175
S 0.2918 1.4458 -1.0454
P 2.9527 -2.6737 1.7151
F 2.7349 -0.7502 -1.5000
O -3.4769 1.3220 -1.8336
O 4.4441 2.1770 3.6508
O 4.3219 -2.7922 2.7028
O 2.4584 3.2726 4.1743
O 0.7805 4.0370 0.5137
O 6.1067 -0.5087 3.5815
O -2.3160 1.6102 -3.7223
N 1.7269 -1.2477 -0.6757
N 1.8317 -4.1215 -2.6533
N 1.7156 -3.6654 2.5078
N -0.7610 3.7903 2.4572
C -11.0807 7.2537 -0.8640
C 6.5152 -8.2150 -4.6815
C 2.1419 -0.0887 3.0162
C -12.9081 9.7527 -3.8176
C -1.2830 -2.8041 -2.5546
C 0.9932 -3.8536 -1.6265
C -2.1517 -2.8761 4.5843
C -0.3976 -0.1420 -1.6377
C 6.4502 -6.7144 -4.5573
C 3.7095 2.8638 4.6729
C 1.6461 -0.4270 0.5235
C 4.1908 0.0566 -4.7794
C -2.2844 -4.3757 4.6541
C 3.2688 1.0091 -5.4966
C 10.2081 2.1800 5.2719
C 6.2600 -6.7910 4.4366
C -6.6950 2.1297 -2.7602
C -3.5390 3.2717 -7.2234
C 6.4266 0.8481 3.1707
C -1.8105 -4.1988 -3.0487
C -2.0963 -1.5976 -2.7615
C 1.0162 0.9164 0.5497
C -10.0730 6.9950 -1.9538
C -7.5723 2.7982 -1.7362
C -4.3770 2.4952 -6.2440
C 5.7594 1.8963 4.1349
C -0.9007 -4.7279 -7.6735
C 2.7014 -5.1548 -2.4454
C 9.2664 1.5339 6.2573
C -0.1241 4.9508 3.1924
C 1.7954 -5.6059 -0.0548
C -4.2681 -3.8926 -2.1928
C 2.2099 -0.9219 1.8052
C 3.3494 3.5700 9.4995
C -2.5682 0.9902 -2.6093
C -3.3458 -4.1479 -3.4791
C 3.2248 2.0693 9.5603
C 5.4539 -6.2905 5.6076
C 0.9645 1.7696 1.7363
C 1.5412 1.2657 3.0032
C 2.6788 -5.8936 -1.1951
C -1.6711 -0.2574 -2.3168
C -14.1952 8.9996 -4.0353
C 0.5992 -4.7706 -7.5329
C 0.0140 -2.6515 -1.8742
C -1.7773 4.4406 1.5580
C 0.8795 -4.4727 -0.3219
C 0.4592 -1.3248 -1.3869
C 1.4744 2.2118 4.2365
B 0.2901 3.2156 1.5780
H -11.8041 8.0245 -1.1216
H 2.1767 1.7725 9.5941
H -1.2425 -4.5508 -3.9549
H 1.0540 -3.9080 -8.0204
H -15.0803 9.6218 -3.9233
H 0.9556 5.0472 2.9094
H 5.7890 1.5503 5.2084
H -2.6473 3.6631 -6.7349
H 6.0143 -6.2741 -5.4540
H 1.7993 -6.1769 0.8951
H -0.6341 5.9234 2.9846
H -2.4235 -2.4664 3.6136
H 5.5417 -8.6938 -4.6014
H -3.6692 -3.4525 -1.3446
H 5.0573 -0.2295 -5.3722
H -1.1851 -4.5675 -8.7132
H 6.0515 1.0410 2.1278
H 7.0924 -7.4053 4.7792
H 6.6402 -5.9909 3.8050
H 6.1036 -5.8334 6.3537
H -3.6414 -5.1671 -3.8513
H -3.9431 1.5358 -5.9731
H -14.2049 8.5346 -5.0208
H -1.3671 -3.9660 -7.0524
H -1.7702 -4.8119 5.5078
H 4.8558 -7.0664 6.0801
H 7.5443 0.9450 3.2571
H -6.7816 2.5681 -3.7529
H 5.9215 -0.9773 2.7508
H 2.7505 4.0367 10.2812
H 4.5270 0.4866 -3.8354
H 7.4194 -6.2576 -4.3683
H 1.6639 -3.4007 3.5061
H -1.3613 5.3488 1.0257
H 9.8242 1.0251 7.0432
H -5.6477 2.1543 -2.4451
H -10.5350 6.4650 -2.7863
H -11.6092 6.3363 -0.6064
H -0.1736 4.8000 4.3121
H -12.7067 10.4174 -4.6573
H -7.1791 3.7812 -1.4782
H 6.9808 -8.5026 -5.6240
H -4.6350 -4.8810 -1.8149
H 1.6066 1.6945 5.2208
H -5.0848 -3.1640 -2.4190
H -3.0844 -1.6191 -3.2819
H 3.4303 -5.4088 -3.2870
H 0.4400 2.6597 4.2570
H -12.0500 9.1021 -3.6624
H 3.6545 2.1769 5.5546
H -2.6475 4.8123 2.1613
H 4.2564 3.7995 5.0027
H 0.1350 -4.1330 0.4277
H 3.0658 3.9846 8.5344
H 10.9582 1.4655 4.9336
H -7.6955 2.2119 -0.8286
H 1.0418 -5.6818 -7.9301
H 3.7494 1.6290 10.4054
H -9.2048 6.4365 -1.6126
H 8.5770 0.8307 5.7934
H 6.3967 2.8308 4.0622
H -4.5473 3.0776 -5.3400
H -3.3343 -4.6671 4.6792
H -3.4984 -3.3396 -4.2333
H 4.0342 -3.3242 3.4820
H 2.2874 1.0868 -5.0326
H 0.8077 -3.3407 2.1444
H 3.3917 -6.7518 -1.0907
H 3.7152 2.0013 -5.5612
H -4.0788 4.0893 -7.6966
H -2.7567 -2.4011 5.3565
H 1.7525 3.9961 0.5753
H 10.7064 3.0621 5.6679
H -2.0690 3.7027 0.7681
*
```

# 6
The following is a quantum chemistry calculation of a molecular structure, C36H35N9O7S5Tc, from OMol25.

Calculated values
HOMO level (spin up / spin down) in Ha: -0.283 / -0.283

```
! RIJCOSX wB97M-V def2-TZVPD def2/J DEFGRID3
* xyz 0 2
Tc -0.5782 -0.2062 0.3251
S -1.4126 3.3497 -2.8385
S 3.7605 0.8133 1.2972
S -3.2730 2.3272 -0.7533
S -0.7093 -2.0486 1.7905
S 2.2946 3.6300 0.5872
O -2.5045 -0.1416 0.7718
O -0.9862 1.6068 1.4287
O 3.6409 3.3634 0.1427
O 1.0606 -0.3383 -0.9452
O 3.1593 -1.6180 -1.8413
O 1.4403 4.4901 -0.1763
O -4.1670 0.5154 2.1073
N 2.4648 5.6282 6.1686
N -0.8237 1.3217 -1.2458
N 1.4854 2.2401 0.8058
N 1.2854 0.0183 1.4539
N -1.1228 -1.7140 -0.9352
N -1.5437 -2.8707 -0.5972
N -1.9653 -4.2922 1.1891
N -2.2162 -5.2924 0.3743
N 0.2390 1.4012 -2.1502
C -3.9644 3.5051 -1.9536
C -1.1716 -1.0251 -5.0642
C -1.4032 0.8540 3.7193
C -0.1685 -1.7993 -4.5043
C -1.7050 2.2146 -1.5304
C 2.1048 -1.0470 1.8089
C 3.4225 -0.8079 1.7907
C -1.5751 -7.0665 -2.7738
C 2.0547 1.1059 1.1601
C 3.5749 4.6030 4.2836
C -2.1866 -0.7468 -2.9019
C -2.2198 -6.5709 -1.6505
C -2.1848 -0.5102 -4.2670
C -1.5432 -5.7116 -0.7925
C -1.9713 1.4802 2.4528
C -2.5777 2.8441 2.7583
C -1.4616 -3.1551 0.7194
C 3.5812 1.4206 -4.6334
C -2.8420 4.3947 -2.4432
C 3.2534 -0.6039 -2.7340
C 1.2429 4.8217 2.7995
C -0.2156 -5.3682 -1.0400
C 2.4309 5.1490 4.8728
C 2.3823 4.2718 2.2291
C 0.4130 -5.8709 -2.1634
C 3.5481 4.1646 2.9725
C 1.1495 0.5153 -1.9264
C 4.4878 0.3649 -4.5637
C 4.3268 -0.6343 -3.6269
C 1.2619 5.2569 4.1086
C -3.0128 0.5646 1.7651
C -1.1665 -1.5104 -2.3540
C -0.1639 -2.0558 -3.1407
C 2.3290 0.4448 -2.8055
C 2.5163 1.4500 -3.7600
C -0.2621 -6.7127 -3.0379
H -4.7358 4.0719 -1.4331
H 0.3252 -4.7271 -0.3599
H -0.9838 -0.1313 3.5354
H -0.1194 2.0697 1.5998
H 0.3752 5.6993 4.5467
H 2.4141 -1.4015 -1.2448
H -2.5603 5.1280 -1.6878
H -2.1934 0.7627 4.4633
H 0.3464 4.9247 2.1999
H -4.4199 2.9558 -2.7767
H -2.8268 -5.9790 0.7864
H 4.4331 3.7468 2.5124
H 0.6249 -2.1946 -5.1252
H 4.4903 4.5293 4.8578
H 4.2088 -1.4957 2.0495
H 5.0254 -1.4571 -3.5497
H -3.2500 -6.8358 -1.4472
H -3.1244 4.9171 -3.3566
H 1.6726 -1.9880 2.0958
H 0.2385 -7.0933 -3.9179
H 3.1964 5.2709 6.7587
H 0.6260 -2.6379 -2.6843
H -2.9712 0.0881 -4.7080
H 1.4443 -5.6038 -2.3548
H -3.4071 2.7225 3.4526
H 1.7997 2.2590 -3.7856
H 5.3309 0.3276 -5.2421
H 3.7138 2.2122 -5.3579
H -2.1083 -7.7263 -3.4451
H -0.6185 1.5015 4.1182
H -1.8204 3.4862 3.2130
H -2.9452 3.3131 1.8492
H -1.1629 -0.8187 -6.1264
H -2.9637 -0.3462 -2.2626
H 1.5791 5.7206 6.6354
*
```